No. 1
The following is a DFT calculation (wB97M-V/def2-TZVPD) of CH5N3S in the gas phase in a non-equilibrium geometry.

Last column: Löwdin charge in e.
CARTESIAN COORDINATES (ANGSTROEM)
C1 0.307 -0.561 -0.483  -0.36
H1 -2.165 -1.685 0.385  0.05
H2 -1.352 -0.744 1.386  0.11
H3 1.275 -0.973 -0.996  0.12
H4 -0.325 1.044 0.544  0.02
H5 2.354 2.698 -0.151  -0.08
N1 -1.566 -0.958 0.419  0.00
N2 -0.609 -1.326 -0.284  -0.12
N3 0.560 0.745 0.187  -0.36
S1 1.521 1.761 -1.007  0.61

Properties
- HOMO-LUMO gap: 8.9 eV
- Relative energy (zero: lowest compared OMol25 entry of this formula, charge and spin): 305.5 kJ/mol
- DFT total energy: -603.4295 Eh
- Spin multiplicity: 1
- LUMO energy: 0.0192 hartree
- HOMO: -8.411 eV
- Charge: 0
- M: 91.1 u
- SMILES string: N/N=C\NS

=====

No. 2
The following is a DFT calculation (wB97M-V/def2-TZVPD) of a molecular structure, C20H21CuN7P.

Last column: Löwdin charge in e.
CARTESIAN COORDINATES (ANGSTROEM)
Cu1 0.076 -0.068 0.970  0.27
C1 -2.706 -4.758 0.950  -0.03
N1 -2.516 -3.323 1.090  -0.13
C2 -3.327 -2.477 1.800  -0.05
C3 -2.776 -1.233 1.690  -0.10
N2 -1.640 -1.306 0.933  0.02
C4 -1.500 -2.568 0.588  -0.45
P1 -0.199 -3.184 -0.533  1.16
C5 -0.109 -1.756 -1.673  -0.45
N3 0.019 -0.482 -1.351  0.05
C6 0.022 0.212 -2.524  -0.11
C7 -0.106 -0.653 -3.574  -0.06
N4 -0.188 -1.904 -3.029  -0.14
C8 -0.335 -3.144 -3.776  -0.04
C9 1.274 -2.827 0.478  -0.46
N5 1.647 -1.615 0.828  0.04
C10 2.825 -1.752 1.505  -0.10
C11 3.166 -3.074 1.560  -0.06
N6 2.177 -3.756 0.901  -0.13
C12 2.123 -5.196 0.706  -0.03
H1 -3.576 -5.047 1.533  0.09
H2 -2.873 -5.027 -0.092  0.09
H3 -1.840 -5.301 1.324  0.08
H4 -4.210 -2.830 2.304  0.12
H5 -3.115 -0.300 2.108  0.11
H6 0.115 1.285 -2.545  0.11
H7 -0.139 -0.496 -4.638  0.12
H8 -0.340 -2.905 -4.836  0.09
H9 0.493 -3.819 -3.571  0.08
H10 -1.270 -3.640 -3.522  0.08
H11 3.345 -0.902 1.913  0.11
H12 4.010 -3.582 1.995  0.12
H13 2.966 -5.645 1.222  0.09
H14 1.204 -5.606 1.119  0.08
H15 2.181 -5.447 -0.352  0.09
C13 0.397 0.917 2.723  -0.20
C14 0.161 2.349 2.815  -0.33
C15 -1.084 2.879 3.216  -0.06
C16 -1.300 4.234 3.339  -0.05
C17 -0.281 5.142 3.047  -0.27
C18 0.952 4.649 2.614  -0.05
C19 1.159 3.292 2.493  -0.06
C20 -0.488 6.555 3.216  -0.21
N7 -0.653 7.687 3.351  0.12
H16 -0.247 0.361 3.412  0.03
H17 1.441 0.673 2.942  0.02
H18 -1.890 2.189 3.446  0.10
H19 -2.265 4.607 3.661  0.11
H20 1.744 5.345 2.368  0.11
H21 2.119 2.930 2.142  0.10

Properties
- HOMO-LUMO gap: 5.8 eV
- Relative energy (zero: lowest compared OMol25 entry of this formula, charge and spin): 70.9 kJ/mol
- DFT total energy: -3139.8304 Eh
- Spin multiplicity: 1
- LUMO energy: 0.0010 hartree
- HOMO: -5.771 eV
- Charge: 0
- M: 454.0 u

=====

No. 3
The following is a DFT calculation (wB97M-V/def2-TZVPD) of 7 unconnected molecules or ions with the total composition C5H24O6 in a non-equilibrium geometry.

Last column: Löwdin charge in e.
CARTESIAN COORDINATES (ANGSTROEM)
C1 -0.168 -0.718 -1.164  -0.23
C2 -1.235 -1.234 -0.175  -0.21
C3 -1.997 -0.059 0.486  -0.30
C4 -2.343 -0.505 1.917  -0.11
C5 0.615 -1.693 -2.087  -0.09
H1 -0.604 0.127 -1.694  0.08
H2 0.580 -0.213 -0.526  0.06
H3 -0.931 -1.958 0.563  0.10
H4 -2.090 -1.808 -0.584  0.12
H5 -2.966 -0.042 -0.092  0.11
H6 -1.621 0.970 0.360  0.09
H7 -2.622 0.394 2.465  0.07
H8 -3.238 -1.158 1.989  0.09
H9 -1.441 -0.958 2.420  0.09
H10 1.044 -1.136 -2.949  0.07
H11 1.362 -2.275 -1.617  0.05
H12 -0.066 -2.498 -2.357  0.07
H13 2.593 0.308 -2.206  0.01
H14 3.395 -0.736 -3.247  0.04
O1 3.382 -0.067 -2.573  -0.04
H15 1.498 4.291 0.288  0.03
H16 0.528 3.187 -0.014  -0.01
O2 0.672 4.120 -0.164  -0.06
H17 3.031 -1.227 1.117  0.07
H18 2.438 -0.844 -0.181  0.03
O3 2.164 -1.064 0.722  -0.05
H19 -3.066 2.217 -1.956  0.05
H20 -2.275 0.859 -1.908  0.00
O4 -2.204 1.807 -2.019  -0.05
H21 0.961 0.327 3.736  0.02
H22 1.865 -0.812 3.381  0.02
O5 1.198 -0.561 4.047  -0.07
H23 1.219 0.623 1.148  0.02
H24 -0.289 0.999 1.419  0.00
O6 0.613 1.338 1.458  -0.06

Properties
- HOMO-LUMO gap: 11.1 eV
- Relative energy (zero: lowest compared OMol25 entry of this formula, charge and spin): 92.1 kJ/mol
- DFT total energy: -656.2785 Eh
- Spin multiplicity: 1
- LUMO energy: 0.0066 hartree
- HOMO: -10.927 eV
- Charge: 0
- M: 180.2 u
- SMILES string: CCCCC.O.O.O.O.O.O

=====

No. 4
The following is a DFT calculation (wB97M-V/def2-TZVPD) of a molecular structure, BrClO3P in a non-equilibrium geometry.

Last column: Löwdin charge in e.
CARTESIAN COORDINATES (ANGSTROEM)
O1 -1.311 0.588 0.983  -0.63
O2 0.027 0.073 -1.730  -0.42
O3 1.151 0.303 0.480  -0.96
P1 -0.111 -0.156 -0.261  -0.06
Cl1 -0.223 -2.045 0.253  0.33
Br1 2.767 -0.146 0.159  0.75

Properties
- HOMO-LUMO gap: 7.3 eV
- Relative energy (zero: lowest compared OMol25 entry of this formula, charge and spin): 258.2 kJ/mol
- DFT total energy: -3601.3424 Eh
- Spin multiplicity: 1
- LUMO energy: 0.1072 hartree
- HOMO: -4.410 eV
- Charge: -1
- M: 194.3 u

=====

Question: spin multiplicity of number 1 (CH5N3S)?
Answer: 1